Here is one molecule with the formula C2H8N2O at a distorted geometry from the Open Molecules 2025 dataset. Energies are from ωB97M-V with the def2-TZVPD basis set.

Last column: Löwdin charge in e.
Atoms and positions in Å:
C  0.434983  0.161618  -0.466834  -0.287
C  1.907832  0.031534  0.035132  -0.095
N  -1.733673  -0.632391  0.112957  -0.124
N  -0.356951  -0.590189  0.482266  -0.093
O  -2.429501  0.650404  -0.004124  -0.099
H  -2.985984  0.704688  0.782170  0.071
H  -1.829435  -1.054695  -0.812170  0.108
H  -0.287136  -0.190237  1.414858  0.114
H  0.349471  -0.319258  -1.445194  0.110
H  0.150734  1.220456  -0.528276  0.105
H  2.552845  0.559811  -0.662328  0.063
H  2.196935  -1.014836  0.070072  0.066
H  2.029880  0.473095  1.021472  0.063

Forces on atoms 1 to 2 (eV/Å):
1.783 0.003 0.835
-0.795 0.382 -0.872

Properties
SMILES   CCNNO
M   76.10 u
E   -7228.917 eV
Orbital gap   10.134 eV
LUMO energy   1.12 eV
HOMO   -9.02 eV

Here is C16H21NO2S2 as an isolated structure at a distorted geometry from the Open Molecules 2025 dataset. Energies are from ωB97M-V with the def2-TZVPD basis set.

Last column: Löwdin charge in e.
Atoms and positions in Å:
C  1.091565  -2.373050  2.461003  -0.048
H  0.678253  -3.086277  1.927899  -0.025
H  0.273231  -1.691335  2.862310  0.087
H  1.872047  -2.690691  3.199084  0.089
C  2.096518  -1.317207  1.575185  -0.619
C  3.057166  -2.224800  0.804929  -0.073
H  3.472734  -1.648498  0.155831  0.014
H  2.740579  -2.980475  0.125718  0.081
H  3.876159  -2.476191  1.350646  0.062
C  2.495162  -0.203698  2.286910  -0.141
H  1.614467  0.242093  2.541528  0.055
H  3.273125  -0.620803  2.850458  0.088
H  3.158239  0.521416  1.687904  0.134
S  0.631384  -0.665718  0.217631  0.943
C  0.260594  -1.983357  -0.801569  -0.687
H  -0.959258  -2.047987  -0.832316  0.127
C  0.847486  -2.061564  -1.953257  -0.453
N  0.575140  -0.894017  -2.745684  -0.141
S  -1.061079  -0.368310  -3.329878  0.780
O  -1.863149  -1.795266  -3.274360  -0.402
O  -0.848458  0.334693  -4.457010  -0.221
C  -1.645269  0.326419  -1.909447  -0.387
C  -0.882632  1.547193  -1.577238  0.016
C  -1.289877  2.218623  -0.376159  -0.074
C  -0.312316  3.603694  -0.200707  0.171
C  -0.849821  4.281297  1.128267  -0.051
C  -1.892112  3.884004  2.002622  0.016
C  -2.796377  2.840515  1.293178  0.019
C  -2.377328  1.894655  0.384554  -0.311
C  -3.165702  0.899559  -0.027889  0.069
C  -2.736697  0.197216  -1.290079  -0.037
H  -3.153137  -0.649365  -1.550013  0.065
H  -4.059544  0.666464  0.425676  0.095
H  -3.541307  2.532760  2.081650  0.118
H  -2.220643  4.429318  2.745627  0.032
H  -0.357266  5.058287  1.305390  -0.014
H  0.591720  3.850265  -0.564828  0.029
H  -0.102307  1.672119  -1.964949  -0.012
H  1.155837  -0.707946  -3.662063  0.149
H  0.360860  -3.074645  -2.797061  0.218
H  1.787551  -2.209639  -1.866366  0.037
H  0.204460  -3.229752  -0.233126  0.203

Forces on atoms 1 to 2 (eV/Å):
3.825 6.977 2.690
-1.562 -3.567 -2.768

Properties
M   323.48 u
E   -44171.832 eV
Orbital gap   6.882 eV
LUMO energy   -0.99 eV
HOMO   -7.87 eV

Here is one molecule with the formula C5H10O at a distorted geometry from the Open Molecules 2025 dataset. Energies are from ωB97M-V with the def2-TZVPD basis set.

Last column: Löwdin charge in e.
Atoms and positions in Å:
C  -1.728998  -0.692071  0.078676  -0.072
C  -0.933947  0.409680  -0.599817  -0.270
C  -0.013008  1.278211  0.223090  -0.120
C  0.596859  0.375368  -0.798562  -0.199
C  1.681972  -0.570437  -0.094403  -0.225
O  1.267104  -1.115873  1.135178  -0.109
H  -2.084181  -1.434664  -0.644581  0.076
H  -1.121339  -1.215275  0.819426  0.064
H  -2.610484  -0.271892  0.579655  0.078
H  -1.541050  0.922336  -1.362853  0.133
H  0.060600  2.359376  0.278211  0.102
H  0.128866  0.848734  1.279160  0.108
H  1.003756  0.705427  -1.764693  0.131
H  1.976458  -1.347410  -0.809355  0.112
H  2.540904  0.105503  0.091612  0.116
H  0.776484  -0.357019  1.589259  0.074

Forces on atoms 1 to 2 (eV/Å):
0.052 -0.027 0.013
0.289 -0.112 0.215

Properties
SMILES   C[C@H]1C[C@H]1CO
M   86.13 u
E   -7392.791 eV
Orbital gap   10.993 eV
LUMO energy   1.09 eV
HOMO   -9.90 eV

Here is one molecule with the formula C12H22F3N3O7P2 at a distorted geometry from the Open Molecules 2025 dataset. Energies are from ωB97M-V with the def2-TZVPD basis set.

Last column: Löwdin charge in e.
Atoms and positions in Å:
C  2.328794  -2.517389  0.305678  -0.100
C  1.247955  -1.545458  0.899065  -0.351
P  2.126756  -0.952498  2.436756  0.563
N  2.347308  -2.085676  3.474223  -0.144
O  1.251164  0.189059  3.225410  -0.162
O  3.605508  -0.358846  2.080408  -0.159
C  -0.061110  -2.170720  1.447616  -0.499
O  -0.233889  -3.175779  2.025176  0.141
N  -1.075447  -1.306283  1.090527  0.145
C  -0.720533  -0.132673  0.296631  -0.440
N  -0.880736  0.977302  1.271363  0.106
C  -1.729501  0.242380  -0.844715  -0.132
C  -3.037089  0.845180  -0.251708  -0.167
C  -4.161972  0.560906  -1.306891  -0.089
C  -3.775518  1.100950  -2.676306  -0.555
O  -3.892280  0.426002  -3.619865  0.156
O  -3.328195  2.391947  -2.809167  0.087
C  0.715232  -0.517770  -0.153593  -0.377
C  1.640339  0.558177  -0.730830  -0.140
C  2.175776  1.613572  0.283806  -0.061
C  1.887568  2.998607  -0.255855  -0.696
F  2.235421  3.913186  0.629095  0.165
F  0.579789  3.183145  -0.496744  0.127
F  2.490218  3.221474  -1.397709  0.182
P  0.522527  -1.652271  -1.730509  0.966
O  -0.816735  -2.623577  -1.527501  -0.259
O  0.350609  -0.683139  -3.070989  -0.269
H  2.991312  -2.812884  1.126375  0.064
H  1.895850  -3.439826  -0.074424  0.083
H  2.970465  -2.013406  -0.410590  0.068
H  1.990039  -2.976953  3.141299  -0.009
H  1.730505  1.032614  3.247750  0.074
H  4.071744  -0.463926  2.929537  0.087
H  -1.868144  -1.220265  1.710636  0.156
H  -0.874320  0.661199  2.228393  0.078
H  -0.253810  1.753562  1.117463  0.061
H  -1.232707  0.983228  -1.484835  0.106
H  -2.059145  -0.638601  -1.400268  0.097
H  -2.947783  1.912496  -0.071997  0.107
H  -3.347759  0.298066  0.635746  0.107
H  -4.211575  -0.522494  -1.398336  0.119
H  -5.116178  0.976804  -0.976024  0.127
H  -2.482056  2.466915  -2.343693  0.096
H  2.494331  0.037973  -1.176129  0.115
H  1.177261  1.103580  -1.552959  0.102
H  3.261974  1.533202  0.296045  0.130
H  1.731192  1.564891  1.271739  0.083
H  -1.291443  -2.645982  -2.375203  0.068
H  -0.421728  -0.090021  -3.033895  0.044

Forces on atoms 1 to 2 (eV/Å):
0.018 -0.214 1.348
1.184 0.910 -0.548

Properties
SMILES   C[C@]1(P(=N)(O)O)C(=O)N[C@](N)(CCCC(=O)O)[C@]1(CCC(F)(F)F)P(O)O
M   439.26 u
E   -58335.785 eV
Orbital gap   8.551 eV
LUMO energy   0.12 eV
HOMO   -8.43 eV

- orbital gap of number 2 (C16H21NO2S2)?
  6.882 eV